Entry P
Entry from OMol25: a gas-phase ion, C5H12NO (charge -1) (ωB97M-V with the def2-TZVPD basis set).

Properties
Net charge ... -1
SMILES string ... CC(C)CNC[O-]
M ... 102.157 g/mol
Orbital gap ... 0.2323 Ha
HOMO level ... -2.52 eV
E_LUMO ... 3.80 eV

Geometry as XYZ:
```
19
C5H12NO (ωB97M-V with the def2-TZVPD basis set)
C -0.4750 -1.9175 1.0951
C -0.5699 -0.5329 0.6083
C -1.9734 -0.1314 0.3319
C 0.1374 -0.1968 -0.7451
N 0.5676 1.1552 -0.6471
C 2.1826 1.6460 -0.5545
O 2.9033 1.4651 0.5863
H -1.0858 -2.5942 0.2886
H -1.1733 -1.8364 2.0092
H 0.5344 -2.2850 1.0666
H -0.1003 0.1965 1.3441
H -1.8725 0.9165 0.1367
H -2.4174 -0.6384 -0.5080
H -2.6717 0.0093 1.1218
H 1.0797 -0.7065 -0.6637
H -0.3675 -0.4762 -1.6287
H 0.3936 2.0325 -1.3351
H 2.5919 1.1664 -1.6452
H 2.3163 2.7277 -0.8613
```

Entry Q
Entry from OMol25: a gas-phase ion, C5H12NO (charge -1) (ωB97M-V with the def2-TZVPD basis set).

Properties
Net charge ... -1
SMILES string ... CCNCCC[O-]
M ... 102.157 g/mol
Orbital gap ... 0.2534 Ha
HOMO level ... -2.75 eV
E_LUMO ... 4.15 eV

Geometry as XYZ:
```
19
C5H12NO (ωB97M-V with the def2-TZVPD basis set)
C 2.4969 1.0685 -0.8824
C 1.2296 1.0679 -0.0276
N 0.7512 -0.2340 0.1901
C -0.3268 -0.3371 1.1842
C -1.7254 -0.2336 0.5200
C -2.0617 -1.4445 -0.3754
O -1.1435 -1.7252 -1.3489
H 3.2937 0.4581 -0.4608
H 2.8548 2.0459 -1.0590
H 2.2856 0.5425 -1.7800
H 1.4694 1.6506 0.8865
H 0.5297 1.7387 -0.5949
H 0.2439 -0.8419 -0.6604
H -0.2449 0.5193 1.8654
H -0.2255 -1.2701 1.7132
H -1.7398 0.7377 -0.0231
H -2.4571 -0.1140 1.3479
H -3.0432 -1.3200 -0.8151
H -2.1872 -2.3089 0.3203
```

Of the structures shown above, entry Q is the most stable.